(1)
{"formula": "C4H8O2", "method": "ωB97M-V/def2-TZVPD", "orbital_gap_ev": 10.66, "de_lowest_ev": 2.042, "smiles": "OC[C@H]1C[C@H]1O", "lumo_ev": 0.759, "energy_ev": -8371.2393, "total_charge": 0, "symbols": ["O", "C", "C", "C", "C", "O", "H", "H", "H", "H", "H", "H", "H", "H"], "coordinates": [[-0.2720, 2.2687, 0.1452], [0.4230, 1.2911, -0.5962], [-0.3419, -0.0026, -0.6984], [0.3314, -1.3567, -0.4695], [-0.6274, -0.7780, 0.5254], [-0.1015, -0.1951, 1.6880], [-0.3914, 1.8846, 1.0265], [1.4014, 1.0697, -0.1476], [0.6034, 1.7281, -1.5828], [-0.9752, -0.1773, -1.5717], [1.3865, -1.3347, -0.2291], [0.0007, -2.2330, -1.0303], [-1.5961, -1.2569, 0.6544], [0.1589, -0.9080, 2.2861]], "forces_ev_per_angstrom": [[-0.099, -0.064, 0.343], [0.413, -0.192, -0.163], [-0.058, -1.033, -1.599], [0.411, 0.001, 0.390], [-0.192, -0.265, 0.037], [0.009, -0.199, 0.354], [-0.030, 0.199, -0.121], [-0.062, 0.176, 0.000], [-0.051, -0.181, 0.090], [-0.515, 0.856, 0.587], [-0.003, -0.094, 0.200], [0.108, 0.459, -0.011], [0.087, 0.101, -0.017], [-0.017, 0.237, -0.088]]}

(2)
{"formula": "C5H9NaO3", "method": "ωB97M-V/def2-TZVPD", "orbital_gap_ev": 9.26, "de_lowest_ev": 0.000, "lumo_ev": -9.085, "energy_ev": -15872.5702, "total_charge": 2, "symbols": ["H", "O", "O", "O", "C", "C", "C", "C", "C", "H", "H", "H", "H", "H", "H", "H", "H", "Na"], "coordinates": [[0.5548, -1.4272, 1.2653], [1.2316, -0.1435, -0.0857], [-0.9735, 0.2460, -0.3138], [0.1876, -0.9679, -1.8713], [1.5916, -0.9642, 1.0657], [-1.7571, 0.8224, -1.1249], [2.2531, -0.1610, 2.1450], [-2.9813, 1.4087, -0.6456], [0.1927, -0.4520, -0.7864], [2.2323, -1.7414, 0.6391], [-1.4603, 0.8473, -2.1824], [1.7663, -0.4138, 3.0970], [3.3169, -0.4201, 2.2228], [2.1523, 0.9174, 1.9715], [-2.9919, 2.4520, -1.0120], [-3.8071, 0.9220, -1.1956], [-3.0988, 1.3418, 0.4383], [1.5908, -2.2668, -3.6269]], "forces_ev_per_angstrom": [[1.863, 0.351, 0.839], [-0.771, 0.781, -0.967], [-0.294, -0.478, 0.495], [-0.768, -0.266, 0.638], [-1.761, -1.850, 0.186], [-0.134, -0.123, -0.242], [-0.048, -0.062, 0.553], [0.135, 0.320, -0.003], [2.250, 1.290, -1.824], [-0.084, 0.022, 0.314], [-0.129, -0.053, 0.204], [0.273, 0.234, -0.177], [-0.340, 0.189, -0.044], [-0.022, -0.304, 0.048], [-0.144, -0.145, 0.113], [0.063, 0.073, 0.075], [-0.044, 0.002, -0.243], [-0.048, 0.020, 0.034]]}

Question: Number 1 is which compound?
Answer: C4H8O2